The following is a quantum chemistry calculation of a gas-phase ion, FH3O3P (charge +1) in a non-equilibrium geometry, from OMol25.

relative energy (zero: lowest compared OMol25 entry of this formula, charge and spin): 33.1 kJ/mol
multiplicity: 1
LUMO level: -4.42 eV
net charge: +1
HOMO level: -18.97 eV
frontier orbital gap: 14.6 eV

```
8
FH3O3P, DFT the ωB97M-V functional and the def2-TZVPD basis
O 0.17 1.28 0.98
O -0.47 0.44 -1.26
O -0.68 -1.26 0.51
F 1.58 -0.37 -0.10
P 0.12 0.04 0.06
H -0.48 1.98 0.78
H -0.12 -0.19 -1.94
H -0.11 -1.91 0.96
```